[1]
{
  "formula": "C3H2Cl2",
  "method": "ωB97M-V with the def2-TZVPD basis set",
  "elements": ["C", "C", "C", "Cl", "Cl", "H", "H"],
  "coordinates": [[-0.2471, 0.4106, -0.6966], [0.8912, 2.1740, -2.1078], [-1.2532, 0.0238, 0.0598], [1.9212, 2.7747, -1.0665], [-1.0616, -1.5150, 0.9205], [0.6977, -0.1075, -0.8531], [-2.1985, 0.6063, 0.2019]],
  "nbo_charge": [-0.157, -0.007, -0.336, 0.133, -0.040, 0.174, 0.233],
  "relative_energy_kcal_mol": 123.8,
  "largest_force_ev_per_a": 2.4,
  "charge": 0,
  "e_tot_ev": -28180.6860
}

[2]
{
  "formula": "C4H10O2",
  "method": "ωB97M-V with the def2-TZVPD basis set",
  "elements": ["C", "C", "C", "O", "C", "H", "H", "H", "H", "H", "H", "H", "H", "H", "H", "O"],
  "coordinates": [[0.1984, -1.7952, -0.5845], [-0.9525, -0.9737, -0.1537], [-0.8354, 0.4106, 0.1131], [0.2692, 1.0487, -0.0643], [-1.9263, 1.2541, 0.6200], [-0.0090, -2.8495, -0.4479], [1.0891, -1.5053, -0.0299], [0.3593, -1.6143, -1.6586], [-1.9643, -1.3373, -0.1586], [0.9726, 0.4305, -0.3846], [-1.5368, 1.8898, 1.4248], [-2.7820, 0.7044, 0.9842], [-2.2477, 1.9527, -0.1561], [3.1186, 1.5102, -0.1460], [3.2042, 0.3293, 0.7846], [3.0426, 0.5450, -0.1427]],
  "nbo_charge": [-0.718, 0.024, 0.506, -0.535, -0.712, 0.280, 0.246, 0.287, 0.236, 0.537, 0.280, 0.257, 0.288, 0.490, 0.485, -0.952],
  "relative_energy_kcal_mol": 0.0,
  "s2": 0.754,
  "spin_multiplicity": 2,
  "largest_force_ev_per_a": 1.0,
  "charge": 1,
  "e_tot_ev": -8396.9119
}

[3]
{
  "formula": "C3H8N2S",
  "method": "ωB97M-V with the def2-TZVPD basis set",
  "elements": ["C", "C", "C", "H", "H", "H", "H", "H", "H", "H", "H", "N", "N", "S"],
  "coordinates": [[-2.0736, -0.5498, 0.5174], [0.7125, 1.5931, -0.0033], [1.0612, -0.8138, -0.4668], [-1.9442, 0.1118, 1.3778], [-1.5486, -1.4970, 0.7430], [-3.1187, -0.8082, 0.3715], [-0.0316, 2.1729, 0.4864], [1.0471, 2.1537, -0.9342], [1.5534, 1.3735, 0.6027], [0.5001, -1.7136, -0.7728], [2.7081, -1.6476, -0.3436], [0.2172, 0.2493, -0.4133], [2.2811, -0.6888, -0.1788], [-1.3641, 0.0645, -0.9861]],
  "nbo_charge": [-0.779, -0.415, 0.271, 0.221, 0.214, 0.232, 0.205, 0.196, 0.234, 0.161, 0.345, -0.590, -0.721, 0.426],
  "relative_energy_kcal_mol": 33.4,
  "largest_force_ev_per_a": 2.8,
  "charge": 0,
  "smiles": "[H]/N=C/N(C)SC",
  "e_tot_ev": -17055.2822
}

Among the records above, which one has the highest charge?
C4H10O2

Which formula does entry 3 have?
C3H8N2S